1.
An isolated ion of composition C8H7ClNO3S and charge -1 in a non-equilibrium geometry, computed with wB97M-V/def2-TZVPD.

Last column: natural (NBO) charge in e.
Cartesian coordinates (Å):
1 C 1.3706 0.1175 0.1993  -0.326
2 C 0.7913 -0.7149 -0.6926  0.126
3 C -1.4497 -0.7545 -1.8727  0.701
4 C 1.7061 -1.8834 -1.3955  0.782
5 C -2.5874 -0.4644 -0.9190  -0.502
6 C -1.5679 -0.4256 0.2398  -0.139
7 C 0.4589 0.9682 1.2554  -0.112
8 C 1.1920 2.2479 1.5440  -0.678
9 N -0.6184 -0.8613 -0.8017  -0.437
10 O 2.2691 -1.5494 -2.4150  -0.717
11 O -1.2639 -0.6592 -3.0460  -0.556
12 O 1.6363 -2.8849 -0.6941  -0.729
13 S -1.2714 1.2920 0.8683  0.191
14 Cl 0.3717 -0.0953 2.8638  -0.186
15 H 2.3945 0.2194 0.4656  0.218
16 H -3.2265 0.3349 -0.8768  0.223
17 H -3.2421 -1.3905 -0.7774  0.218
18 H -1.4852 -1.0227 1.1296  0.227
19 H 0.6272 2.8507 2.2517  0.219
20 H 1.7127 2.7325 0.6158  0.250
21 H 2.1820 1.9431 2.0573  0.225

Values from the calculation:
total charge	-1
DFT total energy	-1447.91511	hartree
gap between HOMO and LUMO	7.37	eV
SMILES	C[C@]1(Cl)C=C(C(=O)[O-])N2C(=O)C[C@@H]2S1
HOMO energy	-4.61	eV
relative energy (zero: lowest compared OMol25 entry of this formula, charge and spin)	0.0	kcal per mole
LUMO energy	2.76	eV


2.
C8H22O6Y as an isolated structure in a non-equilibrium geometry, computed with wB97M-V/def2-TZVPD.

Last column: Löwdin charge in e.
Cartesian coordinates (Å):
1 Y -7.7936 9.8874 3.0784  1.612
2 C -5.3221 13.2881 2.2885  -0.070
3 C -5.3119 11.8781 1.6513  -0.368
4 O -6.0861 10.9636 2.3430  -0.411
5 H -4.9780 13.1578 3.3258  0.073
6 H -6.3003 13.7441 2.3006  0.056
7 H -4.6272 13.9858 1.8388  0.075
8 H -4.3079 11.5639 1.6643  0.086
9 H -5.6548 11.8681 0.5940  0.118
10 C -10.4100 8.6618 0.3996  -0.091
11 C -10.0266 10.1068 0.6386  -0.317
12 O -9.3665 10.1533 1.9192  -0.450
13 H -9.5766 7.9770 0.4717  0.041
14 H -10.8595 8.4487 -0.5925  0.089
15 H -11.0669 8.4417 1.2848  0.096
16 H -10.9242 10.7317 0.6950  0.109
17 H -9.2717 10.5479 -0.0222  0.111
18 C -6.4105 6.8986 2.6585  -0.150
19 C -7.1205 6.6032 3.9865  -0.175
20 O -7.7348 7.7560 4.5410  -0.093
21 O -7.2504 7.8234 1.9387  -0.149
22 H -6.2265 6.0954 1.9619  0.139
23 H -5.4636 7.3870 2.8151  0.123
24 H -6.4256 6.2121 4.7341  0.143
25 H -7.8290 5.8732 3.7022  0.120
26 H -8.4234 7.4428 5.1189  0.116
27 H -7.0431 7.7709 1.0018  0.124
28 C -7.1451 11.9541 5.7409  -0.185
29 C -8.1189 12.7369 4.8659  -0.160
30 O -8.9662 11.7736 4.2003  -0.143
31 O -6.5572 10.9431 4.9593  -0.141
32 H -7.7336 11.4668 6.5219  0.134
33 H -6.3026 12.5772 6.1518  0.157
34 H -7.6810 13.2790 4.0513  0.106
35 H -8.7891 13.3288 5.4341  0.122
36 H -9.6348 12.1759 3.6184  0.122
37 H -6.1750 11.4606 4.2466  0.032

Values from the calculation:
total charge	+1
DFT total energy	-807.66002	hartree
gap between HOMO and LUMO	9.55	eV
HOMO energy	-12.34	eV
relative energy (zero: lowest compared OMol25 entry of this formula, charge and spin)	0.0	kcal per mole
LUMO energy	-2.79	eV


3.
A 2-piece molecular cluster, C11H18O overall in a non-equilibrium geometry, computed with wB97M-V/def2-TZVPD.

Last column: natural (NBO) charge in e.
Cartesian coordinates (Å):
1 C 1.7733 1.4710 0.6195  -0.397
2 C 1.5591 2.5753 1.9043  -0.602
3 C 2.2718 2.2370 -0.5774  -0.607
4 H 0.7890 1.0353 0.4480  0.163
5 H 2.4011 0.7352 1.0753  0.206
6 H 2.5322 2.9100 2.0151  0.202
7 H 0.9825 3.5070 1.6785  0.214
8 H 1.9078 1.6924 -1.5836  0.186
9 H 3.2704 2.1420 -0.6464  0.209
10 H 1.2842 1.8914 2.7230  0.205
11 H 2.0116 3.4249 -0.7205  0.221
12 C 0.2757 -2.3782 -1.2081  -0.499
13 C 0.9190 -2.9753 0.1554  -0.584
14 C -0.9614 -1.6535 -0.9933  0.202
15 C -1.9017 -1.8848 0.0174  -0.123
16 C -1.3684 -0.5035 -1.7689  -0.168
17 C -2.6422 -0.8828 0.7398  -0.265
18 C -2.0568 0.4911 -1.2319  -0.213
19 C -2.5403 0.3390 0.1395  0.450
20 O -3.0532 1.4884 0.6418  -0.586
21 H 1.1163 -1.8190 -1.7109  0.266
22 H 0.0627 -3.2263 -1.8898  0.285
23 H 1.4958 -2.1374 0.5831  0.222
24 H -1.8975 -2.7418 0.5322  0.224
25 H -0.9238 -0.4911 -2.8287  0.258
26 H -3.2618 -1.1846 1.6367  0.276
27 H -2.1391 1.4429 -1.7029  0.269
28 H -3.7808 1.3940 1.3275  0.525
29 H 1.7255 -3.8077 -0.1923  0.257
30 H 0.1492 -3.0909 0.8175  0.202

Values from the calculation:
total charge	+1
DFT total energy	-504.75973	hartree
<S²>	0.77
multiplicity	2
gap between HOMO and LUMO (alpha / beta)	8.90 / 5.65	eV
HOMO energy (alpha / beta)	-12.98 / -12.98	eV
relative energy (zero: lowest compared OMol25 entry of this formula, charge and spin)	64.8	kcal per mole
LUMO energy (alpha / beta)	-4.09 / -7.33	eV